# 1
Formula: C49H38Br2N5O6PS2SiSn
Source: the Open Molecules 2025 dataset
Level of theory: the ωB97M-V functional and the def2-TZVPD basis

Structure (XYZ):
```
105
Properties=species:S:1:pos:R:3:mulliken_charge:R:1
Sn 1.590 -0.259 0.877 1.1711
N 0.440 -7.696 -3.305 -0.5224
C 0.888 -6.509 -2.752 1.0285
C 2.180 -6.046 -3.024 -0.8564
C 2.637 -4.875 -2.454 -0.2330
C 1.811 -4.163 -1.599 -0.8354
C 0.532 -4.614 -1.304 -0.2877
C 0.072 -5.782 -1.878 -0.6422
S 2.328 -2.636 -0.929 1.6739
O 2.012 -2.664 0.524 -1.0001
O 3.718 -2.426 -1.258 -0.8639
N 1.393 -1.450 -1.430 0.2720
C 1.296 -1.138 -2.773 -0.3621
N 1.790 -1.953 -3.714 -0.4191
C 1.609 -1.590 -4.977 -0.5021
C 0.960 -0.423 -5.342 -0.9335
C 0.518 0.366 -4.291 -0.0124
N 0.680 0.030 -3.020 0.1890
H 0.929 -8.044 -4.110 0.2140
H -0.550 -7.861 -3.307 0.2118
H 2.817 -6.611 -3.695 0.2893
H 3.628 -4.496 -2.669 0.5325
H -0.090 -4.052 -0.619 0.2161
H -0.925 -6.146 -1.654 0.2993
H 2.008 -2.268 -5.726 0.4228
H 0.824 -0.139 -6.375 0.4350
H 0.014 1.312 -4.473 0.3925
O 0.001 3.013 3.817 -0.8223
S -0.221 2.540 2.494 1.9301
O -0.953 1.175 2.577 -0.2101
O 0.894 2.373 1.600 -0.5077
C -1.468 3.523 1.716 -0.3902
C -2.260 4.265 2.586 -0.8374
C -3.350 4.965 2.095 -0.8804
C -3.632 4.904 0.738 -0.6774
C -2.828 4.157 -0.116 -0.2691
C -1.726 3.441 0.347 0.0422
P -0.661 2.367 -0.743 1.1926
C 0.665 3.543 -1.238 0.4387
C 0.557 4.932 -1.231 -0.5786
C 1.635 5.726 -1.603 -0.7440
C 2.835 5.141 -1.983 -0.6221
C 2.955 3.759 -1.990 -0.9030
C 1.879 2.967 -1.615 0.0461
C -1.673 2.239 -2.266 0.2672
C -1.716 3.188 -3.290 -0.3069
C -2.517 2.988 -4.406 -0.6964
C -3.290 1.839 -4.511 -0.7157
C -3.233 0.876 -3.512 -0.8179
C -2.415 1.069 -2.407 -0.1095
H -2.012 4.279 3.638 0.5619
H -3.972 5.542 2.766 0.4180
H -4.490 5.430 0.336 0.4508
H -3.087 4.115 -1.164 0.3695
H -0.365 5.407 -0.919 0.4323
H 1.537 6.805 -1.590 0.4320
H 3.674 5.762 -2.267 0.3763
H 3.890 3.297 -2.281 0.4522
H 1.968 1.886 -1.616 0.1519
H -1.101 4.078 -3.226 0.3697
H -2.532 3.728 -5.197 0.4291
H -3.922 1.687 -5.376 0.3895
H -3.814 -0.034 -3.602 0.4627
H -2.315 0.287 -1.663 0.5522
Br 1.510 -0.479 6.126 -0.1828
C 2.951 -0.798 4.947 -0.2894
C 4.165 -1.269 5.478 -0.4680
C 5.255 -1.436 4.679 -0.1796
Br 6.874 -2.059 5.451 -0.2440
C 5.194 -1.122 3.300 0.8219
C 6.279 -1.209 2.400 -0.7195
C 6.114 -0.837 1.099 -1.0718
C 4.853 -0.409 0.662 -0.0499
N 3.809 -0.349 1.459 -0.0205
C 3.963 -0.678 2.779 0.6521
C 2.792 -0.521 3.601 -0.4472
O 1.726 -0.062 3.038 0.3953
H 4.228 -1.485 6.536 0.4352
H 7.237 -1.558 2.758 0.3218
H 6.934 -0.878 0.397 0.4121
H 4.697 -0.145 -0.371 0.5475
C -1.221 -4.288 2.434 -0.4182
C -0.811 -3.388 3.408 -0.6891
C -1.026 -2.028 3.232 -0.2093
C -1.648 -1.553 2.075 0.5502
C -2.041 -2.469 1.094 -0.3323
C -1.838 -3.829 1.276 -0.5252
Si -2.043 0.210 1.732 0.0985
C -3.732 0.772 2.206 0.5929
C -4.643 1.183 1.235 0.0159
C -5.911 1.625 1.594 -0.6577
C -6.279 1.657 2.931 -0.5165
C -5.381 1.248 3.913 -0.7316
C -4.117 0.810 3.551 -0.4192
H -1.058 -5.349 2.575 0.3894
H -0.318 -3.743 4.304 0.4416
H -0.698 -1.330 3.996 0.2878
H -2.519 -2.118 0.184 0.1881
H -2.149 -4.531 0.511 0.3614
H -1.865 0.406 0.280 0.2522
H -4.360 1.169 0.186 0.2801
H -6.607 1.948 0.830 0.4359
H -7.268 1.997 3.212 0.3909
H -5.671 1.268 4.956 0.4158
H -3.421 0.499 4.325 0.3314
```

The HOMO energy comes out at -7.60 eV. The calculation puts the energy above the lowest of the compared OMol25 structures with the same formula, charge and spin at 21.36 kcal/mol. As for the net charge: 0. For the gap between HOMO and LUMO, the calculation gives 7.4 eV.

# 2
Formula: C49H38Br2N5O6PS2SiSn
Source: the Open Molecules 2025 dataset
Level of theory: the ωB97M-V functional and the def2-TZVPD basis

Structure (XYZ):
```
105
Properties=species:S:1:pos:R:3:mulliken_charge:R:1
Sn 0.424 -0.910 0.609 1.0899
N -1.242 4.610 5.876 -0.5876
C -1.543 3.702 4.869 0.9047
C -0.519 3.063 4.165 -1.0385
C -0.816 2.194 3.136 0.2187
C -2.140 1.943 2.801 -0.2840
C -3.166 2.560 3.496 -0.8485
C -2.869 3.448 4.515 -0.9431
S -2.500 0.751 1.559 0.8149
O -3.929 0.599 1.464 -0.8221
O -1.831 1.193 0.336 -0.1485
N -1.747 -0.605 1.943 -0.1144
C -1.357 -0.946 3.200 0.1613
N -2.062 -0.611 4.291 -0.4658
C -1.564 -0.989 5.458 -0.3600
C -0.384 -1.706 5.589 -0.7092
C 0.265 -2.013 4.406 -0.2922
N -0.203 -1.648 3.224 0.0388
H -0.316 4.548 6.263 0.2262
H -1.958 4.767 6.564 0.2215
H 0.515 3.254 4.427 0.1795
H -0.006 1.691 2.619 0.6300
H -4.191 2.335 3.234 0.5577
H -3.670 3.940 5.055 0.3197
H -2.144 -0.710 6.333 0.4526
H 0.009 -1.999 6.551 0.4172
H 1.200 -2.565 4.400 0.4361
O -1.449 -1.672 -4.004 -0.6740
S -1.004 -1.051 -2.796 0.9147
O -1.876 -1.509 -1.613 0.5971
O 0.376 -1.245 -2.406 -0.5945
C -1.253 0.703 -2.995 -0.0213
C -2.173 1.026 -3.987 -0.5231
C -2.227 2.312 -4.495 -0.8589
C -1.315 3.255 -4.052 -0.8475
C -0.418 2.931 -3.047 -0.5929
C -0.402 1.671 -2.454 0.2681
P 0.698 1.484 -0.979 1.9533
C 0.479 3.038 -0.051 0.8791
C 1.488 3.360 0.859 -0.7830
C 1.405 4.509 1.629 -0.8237
C 0.294 5.332 1.524 -0.7908
C -0.733 4.995 0.655 -0.7494
C -0.645 3.855 -0.129 -0.8438
C 2.320 1.706 -1.816 1.2732
C 2.727 0.653 -2.641 -0.6322
C 3.953 0.692 -3.283 -0.7827
C 4.796 1.782 -3.110 -0.7338
C 4.395 2.837 -2.306 -0.8135
C 3.164 2.803 -1.663 -0.5525
H -2.804 0.247 -4.389 0.6211
H -2.945 2.560 -5.265 0.4149
H -1.306 4.249 -4.480 0.4453
H 0.272 3.685 -2.691 0.5074
H 2.342 2.704 0.971 0.3667
H 2.204 4.749 2.318 0.5110
H 0.215 6.222 2.137 0.4412
H -1.615 5.620 0.588 0.4129
H -1.466 3.592 -0.780 0.3694
H 2.069 -0.196 -2.782 0.3810
H 4.253 -0.133 -3.917 0.5126
H 5.758 1.811 -3.604 0.4125
H 5.040 3.697 -2.177 0.4519
H 2.871 3.636 -1.039 0.5544
Br 3.534 2.061 3.613 -0.1573
C 4.121 0.959 2.191 0.1032
C 5.487 0.936 1.869 -0.3829
C 5.950 0.154 0.851 -0.0483
Br 7.806 0.152 0.460 -0.2412
C 5.060 -0.655 0.106 0.7994
C 5.425 -1.495 -0.969 -0.7501
C 4.477 -2.246 -1.607 -1.2191
C 3.140 -2.156 -1.185 -0.0698
N 2.775 -1.376 -0.199 0.3552
C 3.692 -0.627 0.455 0.4209
C 3.174 0.204 1.512 -0.5978
O 1.905 0.235 1.784 -0.4907
H 6.173 1.547 2.438 0.4361
H 6.459 -1.532 -1.282 0.3535
H 4.739 -2.895 -2.431 0.4800
H 2.351 -2.716 -1.675 0.3529
C -4.701 -4.375 -5.289 -0.4108
C -3.500 -4.885 -4.814 -0.7163
C -2.994 -4.451 -3.600 -0.0558
C -3.673 -3.494 -2.842 0.6950
C -4.885 -3.001 -3.329 -0.5007
C -5.398 -3.437 -4.542 -0.6787
Si -2.964 -2.804 -1.272 -0.1593
C -1.966 -4.076 -0.366 0.5894
C -2.452 -4.668 0.800 -0.4852
C -1.715 -5.635 1.467 -0.7080
C -0.474 -6.020 0.981 -0.5157
C 0.030 -5.435 -0.172 -0.9744
C -0.712 -4.471 -0.838 0.3276
H -5.093 -4.711 -6.240 0.3897
H -2.957 -5.622 -5.393 0.3888
H -2.060 -4.866 -3.241 0.2609
H -5.435 -2.264 -2.754 0.3875
H -6.340 -3.047 -4.904 0.3915
H -4.005 -2.133 -0.489 -0.2446
H -3.413 -4.364 1.200 0.3846
H -2.105 -6.082 2.373 0.4153
H 0.105 -6.768 1.508 0.4027
H 1.002 -5.724 -0.551 0.3983
H -0.302 -4.021 -1.738 0.3489
```

The HOMO energy comes out at -7.54 eV. The calculation puts the energy above the lowest of the compared OMol25 structures with the same formula, charge and spin at 10.51 kcal/mol. As for the net charge: 0. For the gap between HOMO and LUMO, the calculation gives 7.4 eV.

# 3
Formula: C49H39F10N8O2S4Sn
Source: the Open Molecules 2025 dataset
Level of theory: the ωB97M-V functional and the def2-TZVPD basis

Structure (XYZ):
```
113
Properties=species:S:1:pos:R:3:mulliken_charge:R:1
Sn -1.830 -0.879 -1.307 0.6257
C -2.914 -4.066 -0.864 -1.5149
N -3.164 -2.924 -1.758 0.6932
C -4.556 -2.497 -1.576 -1.3706
C -4.870 -1.183 -2.253 -0.7299
N -3.850 -0.180 -1.964 0.2121
C -4.177 1.148 -2.107 -0.3148
C -3.206 2.130 -1.853 -0.0031
F -1.936 1.705 -1.624 0.3048
C -3.425 3.486 -1.848 -0.3034
F -2.423 4.316 -1.544 -0.2715
C -4.674 3.983 -2.149 0.4444
F -4.914 5.296 -2.140 -0.3160
C -5.656 3.075 -2.482 0.0793
F -6.868 3.513 -2.812 -0.2941
C -5.412 1.710 -2.485 0.5148
F -6.439 0.943 -2.904 -0.3446
C -2.866 -3.305 -3.150 -0.6371
C -1.382 -3.140 -3.396 -1.0739
N -1.017 -1.733 -3.253 0.4632
C -0.533 -0.995 -4.301 -0.2598
C -0.014 0.285 -4.035 -0.0967
F -0.005 0.696 -2.737 0.3288
C 0.477 1.159 -4.975 -0.1594
F 0.951 2.350 -4.589 -0.3398
C 0.479 0.807 -6.306 0.5149
F 0.921 1.652 -7.243 -0.3238
C 0.003 -0.444 -6.633 0.1628
F -0.020 -0.818 -7.910 -0.3045
C -0.471 -1.318 -5.669 0.3128
F -0.921 -2.505 -6.131 -0.3552
H -3.572 -4.904 -1.118 0.3203
H -3.102 -3.774 0.168 0.3699
H -1.879 -4.396 -0.944 0.4143
H -4.712 -2.375 -0.500 0.4373
H -5.253 -3.265 -1.933 0.2896
H -5.842 -0.885 -1.863 0.5875
H -4.988 -1.319 -3.334 0.4462
H -3.407 -2.642 -3.823 0.2004
H -3.181 -4.339 -3.346 0.4239
H -1.126 -3.563 -4.360 0.6453
H -0.826 -3.712 -2.642 0.0912
S 1.406 -1.473 -0.054 0.0431
C 1.389 -1.365 1.676 0.5151
N 2.351 -0.953 2.448 0.2065
C 2.167 -1.143 3.903 -1.2407
C 0.759 -0.790 4.284 -0.6164
N -0.134 -1.682 3.548 0.5598
C -1.347 -2.135 4.233 -1.4240
C -1.009 -3.027 5.404 0.2824
C -1.276 -2.624 6.706 -0.2259
C -0.972 -3.460 7.775 -0.6715
C -0.383 -4.694 7.542 -0.4200
C -0.103 -5.097 6.241 -0.7145
C -0.411 -4.265 5.175 -0.2728
C 0.154 -1.973 2.278 -0.0424
S -0.708 -2.990 1.294 -0.2249
C 3.684 -0.473 2.038 -2.2539
C 3.845 1.037 1.961 1.0087
C 3.232 1.898 2.865 0.1193
C 3.422 3.271 2.770 -0.7944
C 4.215 3.797 1.762 -0.6315
C 4.835 2.942 0.860 -0.7658
C 4.653 1.572 0.963 -0.2967
H 2.886 -0.529 4.436 0.7007
H 2.361 -2.191 4.146 0.4199
H 0.539 0.254 4.039 0.1857
H 0.611 -0.942 5.352 0.5613
H -1.954 -2.670 3.510 0.6436
H -1.896 -1.255 4.577 0.4052
H -1.741 -1.660 6.888 0.3798
H -1.199 -3.147 8.786 0.4017
H -0.147 -5.345 8.374 0.3945
H 0.346 -6.065 6.059 0.4180
H -0.204 -4.581 4.156 0.4293
H 3.958 -0.930 1.087 0.7198
H 4.370 -0.859 2.792 0.6590
H 2.606 1.522 3.666 0.1484
H 2.951 3.928 3.492 0.4386
H 4.356 4.868 1.684 0.4433
H 5.461 3.338 0.070 0.4558
H 5.157 0.908 0.266 0.6142
N -2.318 1.895 2.994 -0.0260
C -2.257 0.834 2.141 -1.2156
N -1.437 1.011 1.145 1.0328
C -0.933 2.307 1.321 0.5282
C -0.088 3.079 0.519 0.0734
C 0.234 4.348 0.951 -1.3246
C -0.290 4.879 2.141 -0.7906
C -1.160 4.152 2.927 -1.0916
C -1.472 2.867 2.489 0.3365
H -2.925 1.994 3.787 0.2261
H -2.845 -0.065 2.289 0.6318
H 0.252 2.701 -0.435 0.4374
H 0.877 4.970 0.339 0.5358
H -0.033 5.891 2.431 0.4692
H -1.612 4.575 3.817 0.4659
O 6.159 -1.562 -2.392 -0.6700
S 4.922 -1.242 -3.028 1.2583
O 4.445 -2.012 -4.127 -0.6530
N 3.723 -1.206 -1.829 -0.7079
C 3.288 -0.013 -1.703 1.0096
S 2.036 0.413 -0.557 0.3656
C 3.852 1.045 -2.566 0.2649
C 3.528 2.389 -2.641 -0.2463
C 4.210 3.168 -3.567 -1.0282
C 5.190 2.614 -4.384 -0.6419
C 5.508 1.260 -4.309 -0.6125
C 4.823 0.500 -3.389 -0.1107
H 2.759 2.817 -2.007 0.6072
H 3.969 4.220 -3.663 0.4938
H 5.709 3.243 -5.096 0.4721
H 6.258 0.821 -4.956 0.4824
```

The HOMO energy comes out at -9.27 eV. As for the net charge: +1. For the gap between HOMO and LUMO, the calculation gives 4.6 eV.

# 4
Formula: C49H39OP2Sn
Source: the Open Molecules 2025 dataset
Level of theory: the ωB97M-V functional and the def2-TZVPD basis

Structure (XYZ):
```
92
Properties=species:S:1:pos:R:3:mulliken_charge:R:1
Sn 0.424 1.601 0.845 0.4061
C -4.158 -4.223 0.098 -1.8131
C -2.734 -3.789 -0.336 1.7708
C -2.067 -4.943 -1.166 -1.5211
C -2.779 -2.552 -1.248 0.6418
C -3.718 -2.466 -2.293 -0.6216
C -3.944 -1.279 -2.985 -1.4336
C -3.110 -0.187 -2.800 -0.3007
C -2.120 -0.264 -1.761 0.4093
P -1.377 1.287 -1.188 0.2100
C -0.834 2.232 -2.655 0.7793
C -0.894 1.677 -3.976 -0.5843
C -0.562 2.512 -5.036 -0.6090
C -0.237 3.833 -4.892 -0.6087
C -0.082 4.377 -3.594 -0.7902
C -0.329 3.548 -2.468 -0.5027
C -2.783 2.212 -0.440 0.9677
C -3.121 2.082 0.901 -0.3249
C -3.991 2.997 1.477 -0.7503
C -4.641 3.928 0.704 -0.5976
C -4.431 3.929 -0.648 -0.6680
C -3.397 3.177 -1.211 -0.4892
C -1.929 -1.470 -1.022 -0.8285
O -0.798 -1.643 -0.242 0.2648
C -0.879 -2.479 0.867 -0.3836
C -0.013 -2.224 1.952 -0.1467
C 0.008 -3.168 2.995 0.1478
C -0.940 -4.192 3.030 -1.1372
C -1.889 -4.289 2.022 -0.6297
C -1.792 -3.506 0.869 0.6472
P 1.087 -0.769 2.018 1.1290
C 2.713 -1.338 1.786 1.0743
C 3.752 -1.271 2.706 -0.5707
C 5.004 -1.796 2.354 -0.5892
C 5.253 -2.359 1.132 -0.7954
C 4.182 -2.402 0.208 -0.3035
C 2.929 -1.962 0.524 -0.6854
C 0.827 -0.024 3.682 0.7794
C 1.738 0.885 4.204 -0.3902
C 1.495 1.421 5.468 -0.7626
C 0.417 1.022 6.212 -0.6492
C -0.507 0.114 5.687 -0.6194
C -0.374 -0.348 4.381 -0.8097
H -4.806 -4.274 -0.756 0.4220
H -4.540 -3.535 0.847 0.4124
H -4.100 -5.214 0.580 0.4510
H -2.726 -5.219 -1.966 0.4667
H -1.911 -5.824 -0.514 0.3985
H -1.061 -4.638 -1.595 0.3085
H -4.231 -3.388 -2.616 0.4088
H -4.804 -1.260 -3.667 0.4014
H -3.247 0.785 -3.282 0.4964
H -1.070 0.590 -4.135 0.3916
H -0.501 2.013 -5.996 0.3991
H -0.048 4.421 -5.786 0.4045
H 0.136 5.422 -3.414 0.4780
H -0.239 3.870 -1.443 0.4715
H -2.644 1.328 1.518 0.3590
H -4.161 2.918 2.526 0.4517
H -5.426 4.521 1.139 0.3878
H -5.159 4.421 -1.241 0.4187
H -3.105 3.273 -2.239 0.4267
H 0.821 -3.177 3.777 0.3987
H -0.956 -4.868 3.902 0.3833
H -2.669 -5.013 2.069 0.3763
H 3.511 -0.901 3.710 0.5283
H 5.711 -1.810 3.196 0.3652
H 6.218 -2.821 0.877 0.4101
H 4.422 -2.823 -0.772 0.4256
H 2.051 -2.180 -0.148 -0.0041
H 2.618 1.156 3.594 0.4922
H 2.104 2.219 5.780 0.4571
H 0.412 1.261 7.286 0.3589
H -1.340 -0.249 6.276 0.4363
H -1.132 -1.018 3.900 0.3246
C 4.231 0.458 -3.477 -0.7940
C 2.993 -0.037 -3.030 -1.1127
C 2.298 0.548 -2.007 0.1572
C 2.818 1.698 -1.297 0.8880
C 2.200 2.298 -0.185 0.0961
C 2.904 3.311 0.437 -0.4155
C 4.130 3.794 0.009 -0.8947
C 4.739 3.253 -1.085 -0.8197
C 4.088 2.215 -1.781 0.8241
C 4.798 1.562 -2.847 -0.8803
H 4.723 0.053 -4.340 0.4524
H 2.617 -0.930 -3.556 0.4289
H 1.358 0.085 -1.780 0.3076
H 2.409 3.770 1.326 0.3497
H 4.602 4.598 0.529 0.4578
H 5.748 3.581 -1.358 0.3772
H 5.820 1.862 -3.125 0.3595
```

The HOMO energy comes out at -9.86 eV. As for the net charge: +1. For the gap between HOMO and LUMO, the calculation gives 7.5 eV.

The highest gap between HOMO and LUMO belongs to which entry?
C49H39OP2Sn

Which formula does entry 1 have?
C49H38Br2N5O6PS2SiSn

The lowest gap between HOMO and LUMO belongs to which entry?
C49H39F10N8O2S4Sn